# C33H122F3N58O31

A 30-piece molecular cluster, C33H122F3N58O31 overall (the ωB97M-V functional and the def2-TZVPD basis, the OMol25 dataset).

Each line ends with the Mulliken charge.
Element x y z (Å)
F (13.49816, 14.11425, 16.01017)  0.078
F (14.81833, 13.06142, 17.17699)  0.144
F (13.99086, 14.84506, 17.93821)  0.248
O (15.04147, 16.03448, 15.26157)  3.065
O (16.53354, 9.58562, 15.45231)  -0.785
O (12.81212, 19.80063, 17.12796)  -0.512
O (12.40043, 11.09998, 11.63574)  -0.841
O (16.54507, 15.45977, 17.17844)  0.089
O (14.98966, 21.10024, 20.12680)  -0.710
O (16.43651, 15.92174, 10.58173)  -0.812
O (10.11420, 20.35253, 13.70131)  -0.699
O (12.61997, 15.31940, 10.16755)  -0.646
O (17.09762, 8.95475, 20.12203)  -0.538
O (13.54006, 9.00363, 19.76430)  -0.680
O (11.62250, 13.68502, 20.33444)  -0.563
O (15.46566, 24.59699, 16.91447)  -0.713
O (9.96681, 13.53838, 14.86789)  -0.649
O (21.31761, 14.49734, 19.17953)  -0.774
O (19.93874, 15.07391, 13.11268)  -0.794
O (17.92281, 20.21940, 16.62298)  -0.828
O (19.43154, 21.21007, 21.35310)  -0.729
O (11.70014, 16.44358, 24.00510)  -0.840
O (20.86447, 10.95195, 17.31136)  -0.779
O (16.82356, 19.60539, 12.86432)  -0.577
O (16.51139, 11.27368, 11.96922)  -0.543
O (12.21905, 19.82028, 10.82850)  -0.735
O (10.43247, 23.79237, 15.19846)  -0.784
O (20.24563, 9.45710, 12.71607)  -0.740
O (8.86353, 16.69313, 13.29934)  -0.864
O (18.52400, 17.52602, 22.63571)  -0.689
O (15.14130, 17.38445, 21.58354)  -0.143
O (15.27118, 13.51634, 22.00456)  -0.735
O (12.21036, 10.88739, 16.36324)  -0.084
O (9.93786, 16.24892, 18.69809)  -0.889
N (14.34145, 23.38571, 18.53128)  -0.063
N (19.64734, 21.23682, 19.02479)  -0.509
N (11.74340, 10.44332, 19.73812)  -0.450
N (18.90017, 19.21837, 13.54443)  -0.325
N (15.34602, 13.87342, 10.38944)  -0.376
N (11.72503, 9.33873, 14.74869)  -0.342
N (15.15771, 9.53799, 11.72291)  -0.342
N (20.19067, 9.22286, 14.97301)  -0.413
N (16.36995, 20.54021, 21.80967)  -0.282
N (18.06791, 17.95598, 17.19512)  0.363
N (16.36783, 22.71424, 17.75007)  -0.042
N (19.47334, 14.56588, 17.90757)  0.183
N (10.60491, 18.42391, 19.06558)  -0.472
N (16.60562, 22.58062, 20.79368)  -0.503
N (11.69223, 18.69224, 15.38461)  0.880
N (12.09319, 12.84694, 13.13516)  1.079
N (7.96267, 19.52969, 13.70344)  -0.211
N (14.68289, 10.66906, 14.93927)  0.864
N (12.28369, 18.16505, 22.77488)  -0.198
N (12.40213, 14.02635, 22.41140)  -0.360
N (12.01803, 16.63195, 19.68105)  1.108
N (16.28217, 18.74811, 15.94869)  1.770
N (18.98066, 13.51289, 14.42514)  0.112
N (17.33405, 15.82722, 23.64427)  -0.203
N (10.60942, 15.43212, 12.57111)  0.120
N (8.90098, 15.10293, 16.33397)  -0.349
N (10.41542, 11.26367, 12.71623)  -0.218
N (17.34187, 14.08858, 11.40662)  -0.026
N (8.48754, 21.71039, 14.44050)  -0.375
N (13.59465, 17.29639, 9.56180)  -0.289
N (12.89366, 9.94252, 21.72108)  -0.320
N (18.16472, 17.60660, 24.83841)  -0.534
N (12.92008, 20.14206, 12.93230)  0.432
N (17.42664, 9.32978, 11.27989)  -0.386
N (15.81477, 7.12533, 20.30253)  -0.335
N (12.40537, 24.85124, 14.98416)  -0.464
N (20.61483, 11.21959, 19.56001)  -0.496
N (16.36235, 11.53762, 21.98232)  -0.412
N (18.14366, 6.94809, 20.22277)  -0.442
N (18.15268, 15.67907, 14.50411)  0.652
N (13.14525, 17.60002, 16.84365)  1.513
N (11.36170, 17.15069, 9.76948)  -0.313
N (15.01651, 9.87566, 17.12224)  0.256
N (10.01773, 10.28498, 16.07832)  -0.524
N (12.28886, 22.53331, 15.44608)  -0.106
N (10.37102, 14.81904, 21.91919)  -0.580
N (13.96018, 17.13294, 24.18227)  -0.475
N (21.55693, 10.89764, 13.97423)  -0.437
N (15.20510, 12.24511, 20.09506)  0.998
N (18.93667, 19.42842, 20.24830)  0.168
N (19.52807, 15.66527, 19.93241)  0.016
N (15.49925, 18.04340, 19.35540)  1.818
N (10.68507, 13.74686, 17.02928)  0.434
N (18.00672, 17.98225, 11.65210)  -0.220
N (18.76057, 10.69169, 18.25778)  0.217
N (14.41402, 20.30336, 11.04146)  -0.181
N (16.07715, 15.91186, 20.17706)  1.346
N (10.77996, 17.75342, 12.57728)  0.394
C (15.48609, 10.08199, 15.83850)  0.300
C (20.19503, 14.94019, 18.98075)  0.425
C (19.31410, 20.67680, 20.26264)  0.711
C (12.63500, 17.21421, 23.67442)  0.477
C (11.45935, 14.15893, 21.49881)  0.606
C (15.73364, 15.06054, 16.22307)  -1.454
C (20.11232, 10.96226, 18.29793)  0.710
C (17.85307, 18.96849, 12.62386)  0.321
C (12.73758, 9.74199, 20.36643)  0.533
C (19.06013, 14.80511, 13.95725)  0.276
C (13.20708, 20.06412, 11.52870)  0.340
C (14.23892, 16.73369, 13.15919)  1.415
C (8.89934, 20.49308, 13.93679)  0.436
C (16.37024, 10.09529, 11.61731)  0.443
C (10.82440, 17.02344, 19.08216)  0.301
C (15.40740, 23.68978, 17.73338)  0.406
C (20.63707, 9.83227, 13.84086)  0.662
C (11.66114, 23.76490, 15.30426)  0.484
C (16.35152, 14.72408, 10.78344)  0.442
C (15.04475, 15.65771, 13.86963)  1.291
C (12.52643, 16.51883, 9.91327)  0.187
C (17.41860, 19.08345, 16.56973)  -0.437
C (15.57737, 12.49913, 21.38806)  0.101
C (15.52881, 17.17873, 20.43193)  -0.400
C (10.04230, 16.62510, 12.84227)  0.610
C (17.04169, 7.75798, 20.18374)  0.459
C (9.79205, 14.05599, 16.01653)  0.153
C (14.47894, 14.27102, 16.84694)  -0.294
C (11.71370, 11.69911, 12.49266)  0.267
C (15.92752, 21.38640, 20.88305)  0.532
C (12.58092, 18.83156, 16.43640)  -0.419
C (11.34906, 10.25652, 15.71009)  0.012
C (17.99158, 17.05147, 23.61658)  0.611
H (18.35364, 18.56769, 24.63094)  0.239
H (9.19460, 22.36220, 14.69442)  0.244
H (18.33022, 9.75246, 11.37293)  0.171
H (18.49664, 14.71144, 17.87085)  -0.173
H (13.41001, 17.03345, 13.82210)  -1.115
H (16.17608, 14.34189, 15.52571)  0.049
H (11.77986, 25.62139, 15.08726)  0.284
H (11.46726, 11.33260, 20.08329)  0.199
H (14.44568, 14.26406, 10.33549)  0.250
H (15.45403, 11.37363, 19.68562)  -0.103
H (15.84048, 19.47059, 15.43918)  -0.065
H (11.43218, 13.11632, 16.70138)  -0.527
H (12.05360, 15.63321, 19.73437)  -0.820
H (18.60532, 16.13943, 19.93938)  -0.108
H (22.14693, 10.95028, 13.18528)  0.254
H (20.45870, 9.71941, 15.84236)  0.252
H (13.65348, 20.50386, 13.53045)  0.049
H (10.74782, 14.26136, 17.89367)  0.095
H (12.93864, 18.91313, 22.56394)  0.184
H (9.12597, 15.66108, 17.13048)  0.306
H (19.04386, 7.43818, 20.29606)  0.254
H (15.43625, 12.93202, 10.76152)  0.222
H (17.17906, 17.52358, 11.33406)  0.194
H (12.79292, 17.20359, 19.59133)  -0.130
H (18.98039, 18.00529, 17.51191)  0.477
H (16.28401, 17.97252, 18.72044)  -0.924
H (11.53504, 13.16761, 13.91397)  -0.168
H (19.32821, 8.77568, 14.90752)  0.263
H (12.39364, 10.55928, 22.33536)  0.201
H (8.24636, 15.55049, 15.68560)  0.254
H (14.06075, 11.40844, 15.33125)  -0.606
H (16.22272, 15.79342, 19.15701)  -0.688
H (11.67656, 21.90903, 15.85267)  -0.001
H (9.96284, 18.67075, 18.28318)  0.279
H (11.32601, 18.09646, 9.39707)  0.194
H (11.81190, 17.96694, 14.69870)  -0.327
H (11.42628, 17.68919, 11.81938)  -0.471
H (14.35847, 10.14915, 11.50524)  0.207
H (17.16494, 15.45706, 24.52202)  0.167
H (14.56792, 17.06490, 9.74831)  0.328
H (17.67339, 16.97680, 17.17819)  -0.857
H (19.91755, 13.99271, 17.20068)  0.108
H (18.84617, 18.92868, 21.09024)  0.008
H (12.69230, 9.42660, 14.55483)  0.179
H (19.43050, 12.76680, 13.86782)  0.184
H (19.97655, 11.29515, 20.37995)  0.184
H (15.76568, 6.10453, 20.24387)  0.191
H (13.95409, 16.26678, 24.73660)  0.318
H (10.10714, 10.61907, 12.03669)  0.280
H (19.19104, 20.81014, 18.22161)  0.151
H (11.47418, 15.33353, 11.97700)  0.083
H (14.54179, 20.31505, 9.98824)  0.287
H (15.75186, 15.14105, 20.82449)  -0.443
H (21.31365, 11.87890, 19.49502)  0.294
H (10.11926, 14.63462, 12.95263)  -0.070
H (20.09524, 15.91260, 20.68438)  0.111
H (10.31004, 18.65457, 12.62413)  0.106
H (17.99652, 5.98336, 20.41540)  0.159
H (18.09008, 13.23097, 14.83153)  -0.117
H (9.65794, 11.81856, 13.22910)  0.175
H (17.72365, 17.33088, 25.66941)  0.175
H (15.93265, 17.80175, 16.01429)  -1.431
H (13.12822, 16.74879, 16.32680)  -0.486
H (13.66719, 9.41138, 22.17399)  0.203
H (16.93897, 11.99917, 22.67213)  0.304
H (11.98500, 10.49323, 18.76448)  0.132
H (11.41028, 19.03151, 19.12395)  0.227
H (14.70286, 17.12220, 23.44611)  0.376
H (13.19029, 22.50217, 15.90513)  0.171
H (18.87676, 20.07485, 14.05794)  0.199
H (9.70027, 11.17481, 16.39857)  0.242
H (18.86945, 17.37719, 11.74658)  0.284
H (18.26608, 14.49314, 11.40632)  0.213
H (15.02771, 7.68481, 20.11395)  0.284
H (15.20088, 20.23769, 11.64913)  0.182
H (17.17444, 15.43328, 22.71899)  0.027
H (9.45421, 10.00172, 15.25628)  0.331
H (16.05978, 19.58617, 21.90725)  -0.021
H (15.38659, 18.98444, 19.53577)  -0.109
H (9.77833, 15.11602, 21.17967)  0.311
H (15.08298, 8.72581, 11.07998)  0.255
H (18.26989, 16.66215, 14.40389)  0.011
H (14.05984, 10.11257, 17.34860)  -0.018
H (13.39175, 13.79484, 22.09097)  0.064
H (18.83065, 18.83002, 19.43851)  -0.097
H (13.96645, 17.75515, 17.38485)  -0.611
H (11.09960, 9.02398, 14.05596)  0.285
H (17.48584, 22.61214, 21.33804)  0.354
H (7.52950, 21.90642, 14.80985)  0.202
H (11.28681, 18.24155, 22.57211)  0.236
H (16.79711, 10.74621, 21.50525)  0.137
H (17.83748, 15.39573, 15.44687)  -0.926
H (22.15524, 10.78388, 14.82185)  0.207
H (14.80195, 17.64653, 12.94158)  -0.107
H (11.90041, 19.98010, 13.15005)  -0.207
H (17.16927, 22.75648, 17.20392)  0.140
H (17.27042, 20.68774, 22.16367)  0.215
H (18.23420, 10.48415, 19.10534)  -0.060
H (13.33034, 24.88862, 15.44246)  0.284
H (13.35765, 18.30245, 9.61729)  0.105
H (17.41657, 8.31049, 11.28789)  0.214
H (16.88046, 22.87222, 19.84305)  0.212
H (15.67855, 9.34386, 17.68183)  -0.071
H (19.83188, 18.94864, 13.29669)  0.229
H (8.19569, 18.63554, 13.29162)  0.151
H (13.88131, 16.30003, 12.24726)  -0.248
H (15.15091, 10.87186, 14.06130)  -0.177
H (13.04874, 12.98137, 12.89966)  -0.392
H (14.68028, 14.61860, 13.79237)  -0.651
H (12.43303, 14.61336, 23.29047)  0.274
H (19.54304, 22.24255, 18.98733)  0.291
H (17.29613, 13.05607, 11.56349)  0.084
H (6.99245, 19.76037, 13.90706)  0.169
H (14.30697, 12.57513, 19.77254)  -0.382
H (10.66281, 15.60525, 22.56574)  0.298
H (16.02422, 21.83984, 18.01243)  -0.123
H (10.54713, 16.60952, 9.63633)  0.256
H (11.43422, 19.54087, 14.95571)  -0.458
H (13.51474, 23.95817, 18.59543)  0.203
H (16.07227, 15.61158, 13.43554)  -0.531
H (14.43099, 22.58804, 19.15660)  0.244
H (18.38239, 10.35668, 17.39761)  -0.005

Cartesian forces (eV/Å) of the 2 atoms listed first:
F -2.1 0.2 -1.9
F 1.2 -2.5 1.0

Calculated values
**Largest force on an atom**: 4.57 eV Å⁻¹
**Gap between HOMO and LUMO**: 0.3203 hartree
**E_LUMO**: 1.53 eV
**E_tot**: -194291.129 eV
**Spin multiplicity**: 1
**HOMO**: -7.2 eV
**Charge**: -1